Record 1
Formula: C23H32N2O4
Source: OMol25
Level of theory: the ωB97M-V functional and the def2-TZVPD basis

Structure (XYZ):
```
61
Properties=species:S:1:pos:R:3:lowdin_charge:R:1
C -0.824 -4.134 0.538 -0.085
O -1.243 -2.868 0.098 -0.066
C -0.394 -1.814 0.256 -0.190
C 0.872 -1.885 0.810 -0.005
C 1.659 -0.747 0.926 -0.039
C 1.183 0.472 0.479 -0.158
C 1.972 1.728 0.677 -0.427
O 1.622 2.575 1.478 0.070
N 3.089 1.864 -0.079 -0.082
C 3.937 3.020 0.108 -0.022
C 3.477 0.953 -1.137 -0.074
C 4.582 0.026 -0.735 -0.250
C 4.611 -1.327 -0.580 -0.026
C 5.931 -1.655 -0.181 -0.021
C 6.616 -0.479 -0.119 -0.324
C 8.024 -0.171 0.245 -0.010
O 5.802 0.545 -0.458 0.074
C -0.097 0.560 -0.063 0.053
C -0.893 -0.566 -0.187 -0.174
O -2.136 -0.605 -0.726 -0.005
C -2.858 0.598 -0.941 -0.317
C -4.102 0.215 -1.747 -0.101
C -5.052 -0.645 -0.896 -0.163
N -5.410 -0.067 0.377 -0.155
C -6.593 0.766 0.473 -0.414
C -7.840 -0.125 0.424 -0.062
C -6.730 1.897 -0.557 -0.057
C -4.238 0.309 1.128 -0.162
C -3.279 1.248 0.382 -0.097
H 0.067 -4.475 -0.001 0.096
H -0.622 -4.142 1.614 0.097
H -1.652 -4.808 0.323 0.094
H 1.260 -2.824 1.170 0.106
H 2.636 -0.815 1.378 0.119
H 4.960 2.707 0.315 0.085
H 3.546 3.587 0.950 0.088
H 3.929 3.648 -0.787 0.096
H 2.616 0.353 -1.435 0.133
H 3.805 1.558 -1.992 0.137
H 3.796 -2.004 -0.735 0.107
H 6.314 -2.632 0.031 0.107
H 8.523 0.348 -0.572 0.084
H 8.059 0.474 1.123 0.084
H 8.556 -1.093 0.460 0.083
H -0.451 1.527 -0.381 0.125
H -2.246 1.297 -1.534 0.145
H -4.593 1.128 -2.081 0.105
H -3.796 -0.356 -2.624 0.121
H -5.959 -0.861 -1.462 0.115
H -4.541 -1.593 -0.691 0.127
H -6.554 1.223 1.469 0.135
H -7.729 -0.950 1.121 0.078
H -7.989 -0.533 -0.573 0.067
H -8.723 0.450 0.693 0.073
H -6.836 1.496 -1.562 0.073
H -5.872 2.563 -0.529 0.063
H -7.619 2.483 -0.331 0.076
H -4.545 0.766 2.071 0.121
H -3.691 -0.614 1.358 0.126
H -3.761 2.203 0.168 0.113
H -2.404 1.438 1.005 0.113
```

Values from the calculation:
Net charge: 0
Energy relative to the best compared isomer or geometry (same formula, charge and spin) (kJ/mol): 291.8
SMILES: COc1ccc(C(=O)N(C)Cc2ccc(C)o2)cc1OC1CCN(C(C)C)CC1
HOMO-LUMO gap (eV): 8.52

=====

Record 2
Formula: C23H32N2O8P2PtSSi
Source: OMol25
Level of theory: the ωB97M-V functional and the def2-TZVPD basis

Structure (XYZ):
```
70
Properties=species:S:1:pos:R:3:lowdin_charge:R:1
Pt 1.365 0.254 -0.068 1.164
C 5.269 -2.337 1.701 -0.054
C 4.089 -1.547 1.160 -0.603
O 4.593 -0.563 0.266 -0.055
P 2.921 -2.607 0.248 0.490
O 2.493 -3.778 1.190 -0.102
O 3.661 -3.362 -0.927 -0.066
O 1.798 -1.763 -0.277 -0.411
P 3.014 -0.851 2.497 0.358
O 3.964 -0.099 3.540 -0.095
O 2.342 -2.027 3.129 -0.293
O 2.216 0.252 1.834 -0.430
H 5.815 -2.806 0.883 0.089
H 4.938 -3.109 2.394 0.088
H 5.940 -1.651 2.218 0.089
H 3.891 0.093 0.105 0.051
H 2.326 -3.358 2.085 0.053
H 3.552 -2.906 -1.775 0.080
H 4.117 -0.651 4.317 0.088
C 1.177 3.296 1.838 -0.026
C 0.587 3.251 0.469 -0.325
C -0.073 4.315 -0.123 -0.038
C -0.587 4.175 -1.412 -0.060
C -0.459 2.998 -2.120 -0.024
C 0.217 1.950 -1.488 -0.449
N 0.719 2.125 -0.235 -0.051
N 0.494 0.673 -1.843 -0.171
Si 0.519 -0.061 -3.420 0.398
C -1.193 -0.663 -3.883 -0.165
C 1.705 -1.503 -3.365 -0.178
C 1.117 1.167 -4.700 -0.168
H 2.263 3.390 1.770 0.093
H 0.953 2.376 2.373 0.058
H 0.783 4.144 2.392 0.086
H -0.196 5.235 0.429 0.110
H -1.111 5.008 -1.864 0.110
H -0.879 2.874 -3.108 0.099
H -1.517 -1.448 -3.197 0.011
H -1.217 -1.069 -4.897 0.032
H -1.921 0.150 -3.831 0.029
H 1.358 -2.260 -2.661 0.018
H 2.693 -1.151 -3.050 0.032
H 1.799 -1.955 -4.356 0.039
H 0.446 2.018 -4.824 0.018
H 1.206 0.676 -5.673 0.033
H 2.101 1.555 -4.429 0.037
O -1.611 1.850 2.240 -0.491
S -2.213 1.308 0.993 0.994
C -3.964 1.083 1.329 -0.368
C -4.388 1.033 2.645 -0.063
C -5.739 0.865 2.910 -0.071
C -6.646 0.755 1.864 -0.084
C -6.208 0.824 0.548 -0.080
C -4.860 0.999 0.275 -0.089
C -1.789 -0.436 0.932 -0.387
C -1.121 -0.994 2.008 -0.075
C -0.753 -2.332 1.948 -0.076
C -1.044 -3.084 0.821 -0.081
C -1.699 -2.504 -0.260 -0.078
C -2.069 -1.170 -0.210 -0.100
H -3.657 1.135 3.437 0.111
H -6.085 0.822 3.935 0.106
H -7.700 0.626 2.075 0.103
H -6.919 0.753 -0.265 0.104
H -4.512 1.077 -0.748 0.106
H -0.878 -0.373 2.861 0.114
H -0.219 -2.771 2.781 0.103
H -0.739 -4.122 0.770 0.108
H -1.910 -3.090 -1.145 0.104
H -2.562 -0.704 -1.056 0.099
```

Values from the calculation:
Net charge: 0
HOMO-LUMO gap (eV): 8.25

=====

Record 3
Formula: C23H32N3O
Source: OMol25
Level of theory: the ωB97M-V functional and the def2-TZVPD basis

Structure (XYZ):
```
59
Properties=species:S:1:pos:R:3:lowdin_charge:R:1
C -5.405 -2.061 -2.195 -0.042
C -4.869 -1.746 -0.833 -0.271
C -4.384 -2.759 -0.013 -0.038
C -3.932 -2.475 1.263 -0.064
C -3.942 -1.171 1.732 -0.068
C -4.404 -0.140 0.923 -0.221
C -4.378 1.292 1.408 -0.121
N -3.161 2.042 1.128 -0.162
C -2.876 2.368 -0.240 -0.134
C -2.086 1.276 -0.991 -0.084
N -0.836 1.008 -0.257 -0.084
C 0.193 0.139 -0.893 -0.199
C 0.031 -0.042 -2.398 -0.016
C 1.520 0.905 -0.610 -0.425
O 1.417 2.059 -0.217 0.077
N 2.646 0.255 -0.833 0.143
C 3.969 0.857 -0.658 -0.296
C 4.529 1.288 -2.014 -0.016
C 4.881 -0.125 0.036 -0.200
C 5.506 0.221 1.226 -0.028
C 6.363 -0.668 1.853 -0.067
C 6.597 -1.915 1.299 -0.075
C 5.974 -2.269 0.115 -0.070
C 5.122 -1.379 -0.515 -0.050
C -1.155 0.569 1.121 -0.076
C -1.965 1.669 1.830 -0.133
C -4.871 -0.443 -0.351 -0.027
H -5.417 -1.179 -2.830 0.077
H -4.818 -2.841 -2.675 0.082
H -6.429 -2.425 -2.109 0.093
H -4.382 -3.778 -0.371 0.117
H -3.580 -3.272 1.900 0.109
H -3.607 -0.959 2.737 0.116
H -5.201 1.848 0.954 0.131
H -4.518 1.314 2.491 0.131
H -3.808 2.560 -0.771 0.134
H -2.283 3.292 -0.253 0.137
H -1.860 1.630 -1.995 0.133
H -2.670 0.354 -1.045 0.122
H -0.280 1.916 -0.156 0.157
H 0.192 -0.837 -0.401 0.163
H 0.104 0.908 -2.922 0.102
H 0.827 -0.684 -2.767 0.091
H -0.914 -0.519 -2.641 0.090
H 2.634 -0.703 -1.152 0.149
H 3.822 1.742 -0.032 0.145
H 3.873 2.019 -2.479 0.084
H 5.506 1.739 -1.871 0.095
H 4.639 0.435 -2.679 0.080
H 5.328 1.194 1.659 0.115
H 6.848 -0.384 2.774 0.109
H 7.265 -2.607 1.786 0.108
H 6.156 -3.238 -0.324 0.108
H 4.658 -1.666 -1.449 0.108
H -0.224 0.393 1.663 0.146
H -1.733 -0.358 1.066 0.120
H -2.220 1.334 2.835 0.134
H -1.331 2.560 1.921 0.137
H -5.266 0.348 -0.975 0.123
```

Values from the calculation:
Net charge: +1
Energy relative to the best compared isomer or geometry (same formula, charge and spin) (kJ/mol): 0.0
SMILES: Cc1cccc(CN2CC[NH+]([C@@H](C)C(=O)N[C@H](C)c3ccccc3)CC2)c1
HOMO-LUMO gap (eV): 9.34

=====

Record 4
Formula: C23H32N3O7P2RhSi
Source: OMol25
Level of theory: the ωB97M-V functional and the def2-TZVPD basis

Structure (XYZ):
```
69
Properties=species:S:1:pos:R:3:lowdin_charge:R:1
Rh 0.270 0.484 -1.500 1.058
C -1.201 1.050 -0.251 -0.237
Si -1.534 -0.308 0.987 0.660
C -0.696 -1.777 0.136 -0.209
N 0.579 -1.324 -0.457 -0.293
C 1.619 -1.282 0.612 -0.185
C 3.015 -1.405 0.026 -0.174
C 3.213 -2.842 -0.467 -0.179
C 1.911 -3.369 -1.101 -0.158
C 1.032 -2.223 -1.573 -0.171
C -0.855 0.075 2.695 -0.274
C -0.291 -0.897 3.523 -0.100
C 0.175 -0.582 4.792 -0.080
C 0.081 0.720 5.261 -0.086
C -0.489 1.702 4.462 -0.082
C -0.952 1.378 3.194 -0.115
C -3.365 -0.663 1.127 -0.236
C -4.028 -0.723 2.353 -0.091
C -5.388 -0.994 2.417 -0.088
C -6.106 -1.212 1.251 -0.089
C -5.463 -1.159 0.021 -0.080
C -4.105 -0.884 -0.039 -0.088
H -1.000 2.048 0.141 0.025
H -2.062 1.125 -0.921 0.031
H -1.365 -2.016 -0.694 0.082
H -0.545 -2.692 0.718 0.097
H 1.451 -2.128 1.287 0.121
H 1.485 -0.380 1.198 0.088
H 3.755 -1.145 0.784 0.119
H 3.135 -0.688 -0.789 0.097
H 3.484 -3.473 0.383 0.109
H 4.042 -2.894 -1.174 0.110
H 1.358 -3.992 -0.395 0.111
H 2.124 -4.002 -1.963 0.118
H 0.143 -2.564 -2.097 0.117
H 1.598 -1.612 -2.287 0.125
H -0.216 -1.922 3.177 0.099
H 0.610 -1.353 5.416 0.103
H 0.445 0.968 6.250 0.102
H -0.575 2.717 4.827 0.104
H -1.396 2.157 2.582 0.105
H -3.477 -0.554 3.272 0.096
H -5.887 -1.035 3.377 0.101
H -7.167 -1.423 1.298 0.101
H -6.020 -1.330 -0.892 0.104
H -3.616 -0.842 -1.009 0.098
O 0.435 2.628 -5.264 -0.093
P 0.779 1.558 -4.139 0.193
O 2.228 1.284 -4.071 -0.289
O 0.080 2.019 -2.841 -0.385
O 0.015 0.219 -4.622 -0.258
P -1.360 -0.414 -4.049 0.216
O -2.413 0.787 -4.300 -0.129
O -1.733 -1.621 -4.792 -0.266
O -1.171 -0.533 -2.536 -0.398
H -0.511 2.821 -5.279 0.082
H -3.060 0.490 -4.952 0.078
C 4.627 3.640 -0.787 0.001
N 3.448 2.889 -0.391 -0.113
C 2.821 2.930 0.832 -0.038
C 1.737 2.117 0.732 -0.103
N 1.683 1.610 -0.547 -0.060
C 2.730 2.090 -1.196 -0.115
H 5.180 3.923 0.105 0.091
H 4.343 4.536 -1.335 0.098
H 5.261 3.019 -1.416 0.098
H 3.201 3.514 1.651 0.122
H 0.997 1.877 1.477 0.088
H 2.956 1.883 -2.237 0.113
```

Values from the calculation:
Net charge: 0
Energy relative to the best compared isomer or geometry (same formula, charge and spin) (kJ/mol): 0.0
HOMO-LUMO gap (eV): 9.40

=====

Record 5
Formula: C23H32N4O4
Source: OMol25
Level of theory: the ωB97M-V functional and the def2-TZVPD basis

Structure (XYZ):
```
63
Properties=species:S:1:pos:R:3:lowdin_charge:R:1
C -1.788 0.126 -5.725 -0.061
C -1.833 -1.167 -4.910 -0.209
N -0.766 -1.237 -3.935 -0.077
C 0.496 -1.809 -4.383 -0.199
C 0.514 -3.325 -4.223 -0.065
C -0.842 -0.799 -2.663 -0.410
O 0.087 -0.871 -1.883 0.074
C -2.198 -0.213 -2.211 -0.024
N -2.032 0.429 -0.942 -0.033
C -1.739 -0.233 0.197 0.029
C -1.430 0.655 1.208 -0.089
C -0.955 0.320 2.527 -0.282
O -0.589 1.128 3.365 0.094
C -0.807 -1.184 2.773 -0.425
O -1.668 -2.007 2.516 0.059
N 0.394 -1.469 3.305 0.084
C 0.916 -2.810 3.377 -0.166
C 1.879 -3.096 2.220 -0.155
C 3.104 -2.179 2.242 -0.200
N 2.765 -0.780 2.022 -0.196
C 3.803 0.120 2.501 -0.166
C 3.341 1.566 2.311 -0.192
O 3.097 1.844 0.953 -0.122
C 2.094 0.982 0.467 -0.177
C 2.488 -0.486 0.622 -0.149
C -1.523 1.969 0.627 -0.106
C -1.321 3.251 1.125 -0.005
C -1.483 4.317 0.266 -0.086
C -1.841 4.125 -1.069 -0.093
C -2.048 2.861 -1.584 -0.015
C -1.884 1.783 -0.726 -0.153
H -1.876 0.997 -5.080 0.064
H -0.849 0.203 -6.267 0.073
H -2.604 0.140 -6.442 0.077
H -2.800 -1.267 -4.415 0.113
H -1.722 -2.020 -5.585 0.120
H 1.288 -1.369 -3.773 0.119
H 0.652 -1.530 -5.427 0.118
H 1.465 -3.721 -4.568 0.075
H 0.387 -3.586 -3.176 0.077
H -0.284 -3.790 -4.798 0.068
H -2.576 0.513 -2.931 0.114
H -2.916 -1.036 -2.114 0.146
H -1.785 -1.303 0.244 0.141
H 1.092 -0.733 3.316 0.123
H 0.063 -3.492 3.334 0.119
H 1.431 -2.938 4.334 0.121
H 1.342 -2.982 1.277 0.106
H 2.220 -4.130 2.292 0.112
H 3.575 -2.255 3.226 0.119
H 3.835 -2.532 1.493 0.122
H 3.976 -0.069 3.564 0.124
H 4.751 -0.028 1.955 0.130
H 4.116 2.262 2.636 0.125
H 2.425 1.736 2.897 0.125
H 1.949 1.223 -0.586 0.130
H 1.157 1.166 1.010 0.108
H 1.663 -1.101 0.264 0.105
H 3.377 -0.688 -0.003 0.133
H -1.042 3.390 2.157 0.110
H -1.330 5.324 0.626 0.100
H -1.959 4.984 -1.713 0.099
H -2.324 2.731 -2.621 0.098
```

Values from the calculation:
Net charge: 0
Energy relative to the best compared isomer or geometry (same formula, charge and spin) (kJ/mol): 211.9
SMILES: CCN(CC)C(=O)Cn1cc(C(=O)C(=O)NCCCN2CCOCC2)c2ccccc21
HOMO-LUMO gap (eV): 8.56

=====

Record 6
Formula: C23H32N4O4S
Source: OMol25
Level of theory: the ωB97M-V functional and the def2-TZVPD basis

Structure (XYZ):
```
64
Properties=species:S:1:pos:R:3:lowdin_charge:R:1
C -10.515 -0.215 -1.445 -0.062
C -9.407 0.821 -1.324 -0.221
O -8.121 0.212 -1.221 -0.015
C -7.786 -0.243 0.010 -0.538
O -8.472 -0.094 0.994 0.090
N -6.605 -0.905 0.005 -0.041
C -5.699 -0.950 -1.118 -0.132
C -4.486 -0.054 -0.855 -0.108
C -3.803 -0.477 0.449 -0.318
N -2.664 0.369 0.735 0.104
C -1.409 -0.110 0.894 -0.468
O -1.135 -1.286 0.797 0.075
C -0.370 0.978 1.161 -0.229
C -0.024 1.649 -0.181 -0.124
C 1.368 2.258 -0.124 -0.138
N 2.364 1.215 0.045 -0.034
C 3.637 1.518 -0.305 -0.389
O 3.925 2.645 -0.695 0.052
C 4.640 0.441 -0.239 -0.131
C 4.515 -0.892 -0.607 -0.015
C 5.792 -1.447 -0.484 -0.482
S 6.627 -2.949 -0.683 1.008
C 8.107 -2.197 -0.169 -0.410
C 7.990 -0.880 0.138 -0.110
C 6.659 -0.441 -0.044 -0.274
N 5.948 0.706 0.097 -0.002
C 6.516 1.972 0.485 -0.177
C 7.113 2.699 -0.717 -0.062
C 1.926 0.019 0.732 -0.146
C 0.893 0.378 1.796 -0.117
C -4.815 -0.441 1.599 -0.106
C -6.018 -1.321 1.260 -0.130
H -10.327 -0.870 -2.293 0.077
H -11.468 0.286 -1.586 0.077
H -10.559 -0.812 -0.538 0.074
H -9.575 1.449 -0.443 0.121
H -9.349 1.444 -2.219 0.122
H -6.228 -0.630 -2.015 0.124
H -5.366 -1.986 -1.250 0.133
H -3.784 -0.127 -1.686 0.121
H -4.818 0.984 -0.771 0.124
H -3.400 -1.490 0.345 0.151
H -2.841 1.354 0.845 0.147
H -0.801 1.718 1.843 0.143
H -0.053 0.907 -0.981 0.131
H -0.752 2.426 -0.419 0.118
H 1.432 2.981 0.701 0.137
H 1.604 2.794 -1.047 0.127
H 3.628 -1.381 -0.953 0.109
H 8.992 -2.800 -0.131 0.058
H 8.809 -0.267 0.469 0.105
H 7.287 1.778 1.238 0.123
H 5.732 2.589 0.928 0.118
H 7.847 2.070 -1.216 0.073
H 6.318 2.945 -1.414 0.068
H 7.595 3.617 -0.393 0.073
H 2.790 -0.459 1.198 0.125
H 1.475 -0.693 0.031 0.127
H 0.627 -0.528 2.340 0.120
H 1.333 1.087 2.499 0.123
H -4.346 -0.793 2.518 0.122
H -5.154 0.586 1.754 0.125
H -6.787 -1.240 2.030 0.124
H -5.703 -2.365 1.170 0.133
```

Values from the calculation:
Net charge: 0
Energy relative to the best compared isomer or geometry (same formula, charge and spin) (kJ/mol): 124.3
SMILES: CCOC(=O)N1CCC(NC(=O)C2CCN(C(=O)c3cc4sccc4n3CC)CC2)CC1
HOMO-LUMO gap (eV): 8.34

=====

Record 7
Formula: C23H32N7O5S2Zr
Source: OMol25
Level of theory: the ωB97M-V functional and the def2-TZVPD basis

Structure (XYZ):
```
70
Properties=species:S:1:pos:R:3:lowdin_charge:R:1
Zr 13.336 12.083 8.263 1.650
N 12.845 16.481 6.877 0.074
C 12.892 15.318 7.570 -0.888
S 12.207 13.940 6.763 0.580
N 13.320 15.322 8.813 -0.028
N 13.380 14.056 9.396 -0.194
C 13.708 14.102 10.640 -0.069
C 13.918 13.049 11.600 -0.150
C 13.698 13.292 12.968 -0.028
C 13.757 12.279 13.908 -0.071
C 14.132 11.027 13.439 -0.068
C 14.390 10.758 12.118 -0.002
C 14.182 11.733 11.146 -0.352
O 14.407 11.513 9.866 -0.260
H 12.260 16.558 6.075 0.075
H 13.075 17.361 7.347 0.117
H 13.759 15.146 11.008 0.141
H 13.433 14.336 13.210 0.124
H 13.551 12.520 14.939 0.107
H 14.229 10.228 14.150 0.107
H 14.778 9.799 11.819 0.122
N 17.422 9.933 6.629 0.206
C 17.457 11.188 7.479 -0.295
C 18.711 11.316 8.338 -0.111
C 18.552 12.436 9.371 -0.364
N 17.729 11.994 10.518 0.061
C 17.983 13.734 8.683 -0.064
C 17.029 13.610 7.444 -0.301
N 15.567 13.591 7.791 0.020
C 17.275 12.380 6.554 -0.109
H 17.438 9.095 7.182 0.151
H 18.233 9.752 6.027 0.172
H 16.501 9.829 6.055 0.125
H 16.558 11.122 8.138 0.144
H 19.593 11.526 7.734 0.125
H 18.936 10.360 8.841 0.127
H 19.572 12.700 9.680 0.133
H 17.536 12.736 11.186 0.082
H 18.265 11.292 11.016 0.078
H 18.845 14.304 8.396 0.106
H 17.506 14.343 9.482 0.124
H 17.135 14.531 6.872 0.140
H 15.160 13.983 6.919 0.082
H 15.442 14.312 8.474 0.051
H 18.188 12.444 5.890 0.149
H 16.397 12.263 5.931 0.104
C 5.971 7.854 9.745 -0.043
C 7.345 8.356 9.469 -0.267
C 8.448 7.578 9.836 -0.013
C 9.760 8.028 9.662 -0.033
C 9.957 9.228 8.969 -0.279
C 8.865 10.003 8.612 -0.039
C 7.554 9.552 8.827 -0.019
S 11.621 9.827 8.866 0.681
O 11.718 11.192 9.530 -0.438
O 12.485 8.814 9.469 -0.294
N 12.138 10.343 7.446 -0.323
C 12.719 9.574 6.355 -0.153
C 14.159 9.948 6.240 -0.559
O 14.977 9.207 5.747 0.070
O 14.492 11.146 6.728 -0.237
H 6.014 7.065 10.530 0.093
H 5.457 7.395 8.871 0.103
H 5.327 8.621 10.109 0.071
H 8.287 6.621 10.267 0.108
H 10.564 7.394 10.042 0.120
H 8.969 10.906 8.047 0.115
H 6.766 10.208 8.483 0.124
H 12.240 9.857 5.374 0.153
H 12.660 8.482 6.398 0.138
```

Values from the calculation:
Net charge: +1
Energy relative to the best compared isomer or geometry (same formula, charge and spin) (kJ/mol): 57.5
HOMO-LUMO gap (eV): 7.79